Entry 1:
DFT (the ωB97M-V functional and the def2-TZVPD basis) results for a structure of composition C8H10O4RhS in a non-equilibrium geometry.

The geometry in XYZ format:
```
24
Properties=species:S:1:pos:R:3:forces:R:3:mulliken_spin:R:1
Rh 1.2066 0.2199 1.7840 -0.8 0.0 -1.4 1.729
C 3.0770 0.6569 1.8773 6.3 1.4 1.0 0.021
O 4.2013 0.9192 1.9718 -4.6 -1.1 -0.5 0.029
C 0.8144 -0.0940 3.6122 -0.8 -1.1 7.0 0.019
O 0.6060 -0.3038 4.7320 0.7 0.8 -4.6 0.032
C 1.5103 -1.6472 1.3001 0.9 -4.8 -2.0 0.013
O 1.7679 -2.7014 0.9100 -0.8 3.5 1.5 0.068
C 0.6264 2.0904 1.6875 -1.5 5.1 -0.7 0.009
O 0.3454 3.2021 1.5671 1.0 -3.9 0.6 0.067
C -3.5723 -0.6663 -0.3669 0.5 0.6 -4.0 0.445
H -3.7066 0.3232 -0.8210 0.0 -0.3 0.2 0.037
H -3.2520 -1.4770 -1.0327 -0.1 0.2 0.3 0.035
C -3.8492 -0.8884 0.9284 -1.2 -0.7 3.9 0.427
H -3.7692 -1.8897 1.3686 0.0 0.3 -0.1 0.028
H -4.2138 -0.0867 1.5818 0.1 -0.2 -0.2 0.029
C -0.3832 0.4581 -2.8635 -0.4 0.1 0.5 -0.008
S 0.4928 0.3028 -1.2835 0.3 0.0 -1.5 0.880
C 2.1968 0.0629 -1.7954 0.1 0.2 0.4 -0.035
H -1.4382 0.6399 -2.6150 0.4 0.0 -0.1 0.004
H -0.2993 -0.4726 -3.4377 0.2 0.1 0.0 0.043
H 0.0133 1.3094 -3.4302 0.1 -0.1 0.1 0.039
H 2.4753 0.8532 -2.5008 -0.1 -0.1 -0.1 0.034
H 2.8539 0.1154 -0.9178 -0.3 0.0 -0.2 0.006
H 2.2965 -0.9264 -2.2560 -0.1 0.0 -0.2 0.051
```
Positions in Å, forces in eV/Å.

Values from the calculation:
Orbital gap (alpha / beta) ... 7.9 / 6.7 eV
LUMO energy (alpha / beta) ... -11.467 / -15.809 eV
Total charge ... +3
2S+1 ... 5

---

Entry 2:
DFT (the ωB97M-V functional and the def2-TZVPD basis) results for a structure of composition C5H8O2.

The geometry in XYZ format:
```
15
Properties=species:S:1:pos:R:3:forces:R:3:lowdin_charge:R:1
O 2.7136 -0.6803 0.7437 -0.3 -0.3 -0.4 -0.058
C 2.1348 -1.3019 -0.1152 0.2 0.1 0.3 -0.169
C -0.4755 0.2609 0.8044 0.0 0.1 0.1 -0.013
C -1.4531 1.1243 0.4860 0.1 0.0 0.1 -0.027
C -2.2453 0.1818 -0.4074 -0.1 0.0 -0.1 -0.077
C -1.0665 -0.7765 -0.0862 0.1 -0.4 -0.1 -0.403
O -0.7468 -1.8699 -0.4775 -0.2 0.5 0.2 0.083
H 2.3131 1.4847 -0.1035 0.0 0.1 -0.1 0.024
H 1.8470 -2.3586 0.0144 0.1 0.1 0.0 0.087
H 1.8410 -0.8347 -1.0758 0.1 0.0 0.1 0.082
H 0.4165 0.3074 1.4183 -0.2 0.0 -0.1 0.094
H -1.6244 2.1606 0.7575 0.0 -0.2 0.0 0.109
H 1.9095 1.9850 -0.4815 0.0 0.0 0.0 0.048
H -2.3483 0.4568 -1.4623 0.0 0.0 0.1 0.110
H -3.2155 -0.1396 -0.0150 0.1 0.0 -0.1 0.110
```
Positions in Å, forces in eV/Å.

Values from the calculation:
Orbital gap ... 10.4 eV
Relative energy (zero: lowest compared OMol25 entry of this formula, charge and spin) ... 3.595 eV
LUMO energy ... 0.419 eV

---

Entry 3:
DFT (the ωB97M-V functional and the def2-TZVPD basis) results for the ion C24H47ClF2N3O5 with charge +1 in a non-equilibrium geometry.

The geometry in XYZ format:
```
82
Properties=species:S:1:pos:R:3:forces:R:3:lowdin_charge:R:1
C -0.9185 5.0808 -2.9741 0.5 -0.8 0.6 0.034
C -0.2247 4.0981 -2.3873 -0.4 0.6 -0.3 -0.155
C -0.8713 2.9729 -1.6123 0.3 0.3 -0.1 -0.126
C 0.1219 2.1215 -0.7892 0.0 0.9 0.2 -0.357
N 0.9069 2.9904 0.1003 0.0 -0.3 -0.1 0.123
C 1.1516 1.4127 -1.6750 -0.3 -0.6 0.4 -0.269
O 0.6352 0.8510 -2.8582 0.4 0.0 -0.3 0.014
C 1.9576 0.3905 -0.8222 -0.1 0.7 -1.0 -0.150
C 2.8803 -0.4433 -1.7390 0.2 0.6 -0.3 -0.592
Cl 4.1464 -1.1973 -0.7161 -0.1 -0.2 0.1 0.731
C 3.5856 0.4327 -2.7925 0.5 -0.3 0.1 -0.263
C 4.8023 -0.2330 -3.4541 -0.4 0.2 -0.3 -0.122
C 1.1222 -0.4693 0.1494 1.9 -0.9 0.8 -0.359
F 1.3493 -1.7922 -0.1815 -0.5 0.2 -0.1 0.039
N 1.3847 -0.3550 1.5167 0.0 0.6 -0.7 0.088
C 2.0989 0.7260 2.1726 0.8 0.1 1.0 -0.230
C 3.4923 0.3022 2.6633 -0.6 -0.4 0.3 -0.067
N -0.4065 -0.2932 -0.0145 -0.9 -0.1 -0.1 0.030
O -0.9565 -0.5845 -1.2849 0.0 0.3 0.3 -0.051
C -0.6460 -1.8478 -1.8916 0.3 -1.0 -1.1 -0.108
C -1.8476 -2.2555 -2.7599 -0.1 0.2 0.9 -0.159
O -2.4954 -3.3893 -2.2349 -0.1 0.2 -0.4 -0.147
C -2.0358 -4.6365 -2.7298 0.1 -0.7 0.2 -0.248
C -1.0367 -5.3225 -1.7973 0.2 0.1 -0.1 -0.064
C -1.1983 -1.0576 1.0436 -0.6 -0.4 0.3 -0.242
F -0.7011 -2.3329 1.0867 0.0 0.0 0.0 0.068
C -2.6893 -1.1238 0.7740 0.0 -0.6 0.6 -0.116
C -3.3443 -1.8397 1.9728 0.3 0.3 0.2 -0.043
C -0.7617 1.1915 0.1158 -0.3 0.7 -0.1 -0.185
O -0.7550 1.5402 1.4413 0.3 -0.3 -0.1 -0.084
C -1.8543 2.2971 1.9074 -0.1 0.2 0.6 -0.114
C -1.8757 2.2535 3.4630 0.2 -0.4 -0.2 -0.142
O -0.9636 1.2970 3.9547 -0.1 0.1 -0.2 -0.151
C -1.5385 0.3178 4.7993 0.4 -0.4 0.3 -0.269
C -0.5248 -0.7966 4.9918 -0.4 0.1 -0.2 -0.052
H -1.9871 5.1688 -2.8255 -0.1 0.0 -0.2 0.067
H -0.4211 5.8083 -3.5966 0.0 0.2 0.1 0.062
H 0.8577 4.1155 -2.4514 0.0 -0.2 -0.3 0.100
H -1.5807 3.4214 -0.9117 -0.2 -0.2 0.0 0.125
H -1.4456 2.3568 -2.3077 -0.2 -0.1 0.1 0.127
H 0.3503 3.7702 0.4209 -0.1 0.0 0.2 0.101
H 1.6884 3.3907 -0.3996 0.0 0.1 -0.1 0.098
H 1.8576 2.1818 -1.9727 0.1 0.0 -0.2 0.133
H -0.3203 0.8537 -2.8518 -0.2 0.0 0.1 0.084
H 2.6640 1.0147 -0.2796 -0.2 -0.1 0.5 0.133
H 2.3326 -1.2123 -2.2699 0.1 -0.3 0.2 0.101
H 2.8894 0.6564 -3.5932 -0.3 0.2 0.2 0.109
H 3.9218 1.3562 -2.3193 -0.1 0.2 0.0 0.117
H 5.7237 -0.0275 -2.9235 0.1 -0.2 0.2 0.066
H 4.9116 0.1658 -4.4617 0.1 0.1 0.0 0.076
H 4.6463 -1.3028 -3.5695 0.1 -0.1 0.1 0.071
H 1.4408 -1.2505 1.9718 0.0 -0.1 0.0 0.152
H 2.1635 1.6304 1.5819 -0.3 -0.2 -0.4 0.087
H 1.5358 1.0104 3.0618 -0.3 0.1 -0.1 0.103
H 3.3616 -0.2887 3.5730 0.1 -0.1 0.0 0.072
H 3.9993 -0.3392 1.9501 0.2 0.2 -0.2 0.032
H 4.0868 1.1653 2.9463 0.2 0.1 -0.2 0.078
H -0.4509 -2.6568 -1.2014 -0.2 0.2 0.4 0.112
H 0.2440 -1.7574 -2.5149 0.1 0.4 0.1 0.120
H -2.5804 -1.4490 -2.6991 0.0 0.1 -0.3 0.134
H -1.5352 -2.4048 -3.7908 0.0 0.0 -0.2 0.129
H -2.9053 -5.2803 -2.8448 -0.2 0.1 0.1 0.119
H -1.5971 -4.5388 -3.7238 0.0 0.2 -0.1 0.117
H -1.2047 -6.3962 -1.7720 0.0 -0.1 0.0 0.076
H -1.1282 -4.9547 -0.7776 -0.1 0.0 0.1 0.072
H -0.0075 -5.1658 -2.1197 0.1 0.1 0.0 0.074
H -1.0366 -0.6027 2.0135 0.4 0.3 -0.1 0.134
H -2.8943 -1.7251 -0.1056 0.0 0.3 -0.4 0.115
H -3.1238 -0.1315 0.7186 0.1 0.1 -0.4 0.110
H -4.3893 -1.5582 2.0595 -0.1 -0.2 -0.1 0.087
H -3.2395 -2.9162 1.9042 -0.1 -0.1 -0.1 0.087
H -2.8717 -1.5366 2.9089 0.0 0.0 0.0 0.056
H -1.7787 1.2608 -0.2672 -0.1 -0.4 -0.2 0.151
H -2.8024 1.9066 1.5336 0.0 -0.1 -0.3 0.122
H -1.7502 3.3376 1.5980 -0.1 0.1 -0.2 0.123
H -2.8790 1.9680 3.7760 -0.2 0.3 0.1 0.123
H -1.6372 3.2380 3.8563 0.0 0.1 0.1 0.128
H -2.4466 -0.0980 4.3547 -0.2 0.2 0.0 0.100
H -1.7851 0.7394 5.7761 -0.1 0.2 0.0 0.128
H 0.4413 -0.3701 5.2434 0.1 -0.1 0.1 0.082
H -0.8644 -1.4643 5.7795 0.1 0.0 0.1 0.085
H -0.4433 -1.3951 4.0837 0.2 0.0 -0.1 0.060
```
Positions in Å, forces in eV/Å.

Values from the calculation:
SMILES ... C=CC[C@]1(N)[C@H](O)[C@H]([C@H](Cl)CC)[C@@](F)(NCC)[N@@+](OCCOCC)([C@H](F)CC)[C@H]1OCCOCC
Orbital gap ... 10.3 eV
LUMO energy ... -1.933 eV
Total charge ... +1